Computed, not measured: the molecule C6H6N4 in a non-equilibrium geometry, with wB97M-V/def2-TZVPD.

The geometry in ORCA input format:
```
! RIJCOSX wB97M-V def2-TZVPD def2/J DEFGRID3
* xyz 0 1
C -0.370 2.014 -1.582
C -0.825 -0.625 0.545
H -2.222 -1.640 1.655
C -0.586 0.311 -0.444
H 2.137 -1.966 0.982
H -0.176 -2.539 1.210
N -1.277 1.534 -0.883
N 1.954 -0.224 -0.316
H 1.892 2.241 -1.597
N -1.909 -0.500 1.428
C 0.828 0.433 -0.740
C 0.292 -1.482 0.938
H -1.701 -0.361 2.448
N 0.940 1.417 -1.692
H -0.530 2.640 -2.421
C 1.552 -1.252 0.469
*
```

Output
* Kohn-Sham gap: 0.3423 Ha
* electronic energy: -451.1338 a.u.



Computed, not measured: the ion C6H6NO with charge +1 in a non-equilibrium geometry, with wB97M-V/def2-TZVPD.

The geometry in ORCA input format:
```
! RIJCOSX wB97M-V def2-TZVPD def2/J DEFGRID3
* xyz 1 1
C -1.652 0.324 -0.066
C -1.688 -1.150 0.054
O 2.681 -0.781 -0.127
H 1.779 2.129 -0.648
H 0.056 -2.676 0.258
C -0.397 -1.644 0.045
C 1.689 -0.140 0.002
C -0.347 0.562 -0.237
H -2.427 1.081 -0.065
N 0.376 -0.568 -0.066
H 1.134 1.733 1.211
H -2.652 -1.770 0.226
H 0.139 1.542 -0.777
C 1.308 1.358 0.189
*
```

Output
* Kohn-Sham gap (spin up / spin down): 0.3150 / 0.3150 Ha
* electronic energy: -361.7947 a.u.



Computed, not measured: the molecule C6H6O, with wB97M-V/def2-TZVPD.

The geometry in ORCA input format:
```
! RIJCOSX wB97M-V def2-TZVPD def2/J DEFGRID3
* xyz 0 1
H -0.120 -0.910 -1.643
H -2.026 2.726 -0.496
O -0.049 -0.579 1.709
C 2.867 -0.349 0.204
C 1.660 0.131 0.122
C -1.179 0.622 -0.645
C 0.500 -0.817 0.442
H 0.866 -1.847 0.470
H -1.335 -1.472 -0.476
C -0.570 -0.711 -0.663
H -0.446 0.304 1.693
H 1.447 1.162 -0.163
C -1.618 1.740 -0.552
*
```

Output
* Kohn-Sham gap: 0.3713 Ha
* electronic energy: -307.2560 a.u.



Computed, not measured: a structure of composition C6H6O in a non-equilibrium geometry, with wB97M-V/def2-TZVPD.

The geometry in ORCA input format:
```
! RIJCOSX wB97M-V def2-TZVPD def2/J DEFGRID3
* xyz 0 1
H -1.175 0.095 1.912
C 1.552 0.404 0.030
C -0.451 -1.354 -0.433
H 0.235 -2.104 -0.032
C 0.133 0.098 -0.059
O -1.609 -1.260 0.377
H 3.808 0.770 -0.043
C -1.065 0.012 0.849
C -1.017 1.084 -0.205
H -0.690 -1.473 -1.486
H -1.649 1.014 -1.090
C 2.747 0.598 -0.009
H -0.911 2.109 0.167
*
```

Output
* Kohn-Sham gap: 0.3816 Ha
* electronic energy: -307.3040 a.u.



Computed, not measured: the molecule C6H6O in a non-equilibrium geometry, with wB97M-V/def2-TZVPD.

The geometry in ORCA input format:
```
! RIJCOSX wB97M-V def2-TZVPD def2/J DEFGRID3
* xyz 0 1
H -2.150 1.506 -1.021
C -0.462 1.316 0.390
C -0.611 -0.833 -0.052
H 2.560 -1.449 -0.487
H 3.225 -1.513 1.217
H -0.400 -1.886 -0.225
O -1.774 -0.418 -0.414
C 2.456 -1.114 0.553
C 0.286 0.131 0.472
C 1.501 -0.313 0.997
C -1.827 1.012 -0.097
H -0.137 2.311 0.654
H -2.643 1.099 0.637
*
```

Output
* Kohn-Sham gap (spin up / spin down): 0.2259 / 0.2858 Ha
* electronic energy: -307.2867 a.u.



Computed, not measured: the molecule C6H6O, with wB97M-V/def2-TZVPD.

The geometry in ORCA input format:
```
! RIJCOSX wB97M-V def2-TZVPD def2/J DEFGRID3
* xyz 0 1
H -2.032 -2.463 -0.638
C 1.360 0.148 0.306
O 1.948 -0.958 -0.350
C -0.154 0.197 0.116
C -0.829 1.388 0.502
C -1.315 2.466 0.742
H -1.754 3.418 0.940
C -0.732 -0.809 -0.569
H 1.843 1.039 -0.102
H 1.666 -1.763 0.105
H 1.571 0.124 1.386
C -1.654 -1.583 -1.188
H 0.080 -1.204 -1.251
*
```

Output
* Kohn-Sham gap: 0.2791 Ha
* electronic energy: -307.2137 a.u.



Computed, not measured: the molecule C6H6O, with wB97M-V/def2-TZVPD.

The geometry in ORCA input format:
```
! RIJCOSX wB97M-V def2-TZVPD def2/J DEFGRID3
* xyz 0 1
H 0.691 2.496 -1.235
C -0.043 0.671 -0.520
H -0.864 1.892 -2.048
H -1.715 -0.430 0.352
H -1.163 -1.179 -1.169
C 0.960 0.277 0.528
C 0.367 -1.150 0.520
C 1.744 1.092 1.180
H 0.992 -1.803 -0.096
C -0.080 1.734 -1.314
H -0.202 -1.188 2.371
O 0.157 -1.810 1.724
C -0.844 -0.603 -0.294
*
```

Output
* Kohn-Sham gap: 0.3187 Ha
* electronic energy: -307.2689 a.u.



Computed, not measured: the molecule C6H6O2 in a non-equilibrium geometry, with wB97M-V/def2-TZVPD.

The geometry in ORCA input format:
```
! RIJCOSX wB97M-V def2-TZVPD def2/J DEFGRID3
* xyz 0 1
H 1.282 -0.332 1.477
O -2.559 -0.140 -0.055
C -0.952 1.969 -0.217
C -0.370 0.695 0.101
C -1.326 -0.429 0.127
H -2.218 1.766 -0.107
H -0.466 3.099 -0.015
H 2.983 0.239 0.007
C -0.594 -1.638 -0.067
O 2.110 0.635 -0.312
H 1.403 -2.184 -0.735
C 0.637 -1.289 -0.117
H -0.994 -2.465 -0.539
C 1.064 0.075 0.452
*
```

Output
* Kohn-Sham gap: 0.3421 Ha
* electronic energy: -382.5188 a.u.



Computed, not measured: a cluster of 3 separate species, C6H6O2 in total in a non-equilibrium geometry, with wB97M-V/def2-TZVPD.

The geometry in ORCA input format:
```
! RIJCOSX wB97M-V def2-TZVPD def2/J DEFGRID3
* xyz 0 1
H -2.204 0.564 1.483
C -2.244 -0.057 0.612
C 0.085 2.509 0.721
H 2.526 -2.001 0.193
C -1.325 0.021 -0.316
H -0.363 3.469 0.733
H -3.001 -0.815 0.568
H 1.174 0.527 0.529
O -0.864 -0.258 -1.378
H 0.741 -1.769 0.363
C 1.579 -1.195 -1.443
C 1.635 -1.523 -0.173
C 0.475 1.368 0.631
O 1.786 -0.839 -2.523
*
```

Output
* Kohn-Sham gap: 0.3486 Ha
* electronic energy: -382.5258 a.u.



Computed, not measured: the molecule C6H6O2 in a non-equilibrium geometry, with wB97M-V/def2-TZVPD.

The geometry in ORCA input format:
```
! RIJCOSX wB97M-V def2-TZVPD def2/J DEFGRID3
* xyz 0 1
O 1.474 0.941 -2.636
H -1.754 -1.462 1.085
H -0.348 -0.885 3.448
O -0.492 1.482 -3.225
C -0.264 -0.060 -1.142
C 0.128 0.796 -2.149
H 0.753 3.133 -2.157
C -0.691 -1.329 1.166
H -0.236 -2.335 1.038
H 0.966 -1.302 2.534
H 0.158 0.353 2.234
C 0.006 -0.757 2.357
C 0.636 2.043 -2.476
C -0.336 -0.619 -0.076
*
```

Output
* Kohn-Sham gap: 0.3492 Ha
* electronic energy: -382.4678 a.u.



Computed, not measured: the molecule C6H6O2 in a non-equilibrium geometry, with wB97M-V/def2-TZVPD.

The geometry in ORCA input format:
```
! RIJCOSX wB97M-V def2-TZVPD def2/J DEFGRID3
* xyz 0 1
C 2.006 1.953 -1.016
O -0.404 -0.829 -0.782
H -1.349 -0.186 2.431
C 0.136 0.886 0.493
H 1.082 -0.280 -2.286
C -0.590 -0.245 0.384
H 2.983 1.377 -0.948
O -1.674 -2.061 1.513
H -0.050 1.600 1.382
H 1.800 2.783 -0.348
C 0.487 -0.023 -1.402
C -1.245 -0.969 1.506
C 0.937 1.009 -0.618
H 1.775 2.160 -2.154
*
```

Output
* Kohn-Sham gap: 0.3456 Ha
* electronic energy: -382.6342 a.u.



Computed, not measured: the molecule C6H6O3 in a non-equilibrium geometry, with wB97M-V/def2-TZVPD.

The geometry in ORCA input format:
```
! RIJCOSX wB97M-V def2-TZVPD def2/J DEFGRID3
* xyz 0 1
H 0.449 -1.116 -2.121
O -1.079 -0.249 -1.226
H -0.005 -2.103 -0.632
O 0.851 2.305 -0.317
C 0.762 -0.182 0.021
O 2.148 -0.398 0.007
H 2.664 0.398 0.268
H -1.987 1.573 -0.365
C -0.045 -0.484 1.279
C -1.121 0.884 -0.225
H 0.214 -1.389 1.863
C -1.144 0.198 1.066
C 0.302 1.286 -0.243
H -2.044 0.279 1.685
C 0.036 -1.001 -1.060
*
```

Output
* Kohn-Sham gap: 0.3711 Ha
* electronic energy: -457.8464 a.u.



Computed, not measured: the molecule C6H6O3S in a non-equilibrium geometry, with wB97M-V/def2-TZVPD.

The geometry in ORCA input format:
```
! RIJCOSX wB97M-V def2-TZVPD def2/J DEFGRID3
* xyz 0 1
H 2.127 1.158 -0.396
C 1.683 0.207 -0.755
S -2.766 -0.735 0.293
C -2.556 0.912 -0.250
C -2.120 1.227 -1.428
H -2.814 1.683 0.392
C 0.052 -1.146 0.249
O 0.289 -2.874 -1.517
H -1.187 -2.148 1.612
H -0.860 -0.425 1.855
O -1.711 1.521 -2.465
O 0.938 -0.080 0.393
H 1.016 0.204 -1.666
C -1.159 -1.138 1.205
C 0.180 -2.053 -0.700
H 2.407 -0.535 -1.212
*
```

Output
* Kohn-Sham gap: 0.3182 Ha
* electronic energy: -856.0054 a.u.